8
Properties=species:S:1:pos:R:3 method="wB97M-V/def2-TZVPD" gap_ha=0.32275 e_lumo_ev=-0.76 charge=0 e_above_lowest_kcal_mol=199.7 spin_multiplicity=1 e_homo_ha=-0.35061
N 0.19289 -0.27091 0.44667
C -0.86140 -0.71757 0.09041
N -1.81024 -1.48745 -0.00383
N -3.12636 -1.22012 -0.11627
N -3.37204 -0.00146 -0.06797
N -2.77501 0.97153 0.35039
O -2.07618 1.81327 -0.15023
H 0.98680 0.09051 -0.04195